The following is a DFT calculation (the ωB97M-V functional and the def2-TZVPD basis) of a cluster of 13 separate species, C26H78O13 in total in a non-equilibrium geometry.

The geometry in XYZ format:
```
117
C26H78O13, DFT the ωB97M-V functional and the def2-TZVPD basis
C 3.8953 -0.6200 -4.0888
C 5.0570 0.3467 -3.6719
O 5.6612 -0.1924 -2.4715
H 4.2636 -1.5779 -4.4561
H 3.3302 -0.1771 -4.9089
H 3.2484 -0.8207 -3.2348
H 4.7460 1.3910 -3.6431
H 5.8995 0.3081 -4.3624
H 6.3216 0.4507 -2.2035
C -6.3353 -0.9218 -0.5640
C -7.4121 0.0741 -0.0608
O -7.3756 0.1758 1.3641
H -6.3013 -0.9687 -1.6524
H -6.6339 -1.8866 -0.1539
H -5.3508 -0.7129 -0.1456
H -8.3971 -0.3158 -0.3172
H -7.2948 1.0647 -0.5003
H -6.5571 0.6637 1.4811
C 1.0763 3.7580 -3.8567
C 1.6500 5.1458 -3.8631
O 2.4638 5.1918 -2.7167
H 1.8571 3.0000 -3.9183
H 0.3524 3.5623 -4.6478
H 0.5530 3.5387 -2.9260
H 0.8059 5.8345 -3.8272
H 2.2082 5.3078 -4.7851
H 3.0765 5.9207 -2.8390
C 5.5499 2.2149 1.9309
C 5.1628 3.4326 1.1344
O 3.7268 3.5002 1.0773
H 6.6377 2.2690 1.9741
H 5.2464 1.3274 1.3756
H 5.1644 2.1780 2.9497
H 5.6202 3.2930 0.1549
H 5.5603 4.3724 1.5177
H 3.4052 3.9295 0.2811
C 1.1023 2.9127 6.8833
C 1.4772 3.4415 5.5368
O 1.5331 2.3937 4.5976
H 0.0702 2.5685 6.9502
H 1.2265 3.6395 7.6861
H 1.7431 2.0674 7.1342
H 2.4656 3.8921 5.6273
H 0.7656 4.1590 5.1284
H 2.0237 2.7348 3.8463
C -4.5360 2.8943 -5.2178
C -5.4171 4.1381 -5.4987
O -6.4639 3.7936 -6.3945
H -4.1047 2.4889 -6.1331
H -5.1469 2.1086 -4.7734
H -3.7354 3.1662 -4.5299
H -4.8640 4.9684 -5.9377
H -5.8671 4.4836 -4.5680
H -6.9779 4.5558 -6.6709
C -2.6989 4.7013 1.7208
C -3.2508 3.6286 2.6309
O -3.6805 2.5075 1.8832
H -3.3729 5.1448 0.9880
H -2.0116 4.2131 1.0298
H -2.3238 5.5280 2.3242
H -4.1509 4.0108 3.1125
H -2.4878 3.3354 3.3520
H -2.9180 1.9363 1.7650
C -2.4755 -2.9138 -5.8253
C -1.3284 -2.3280 -6.5718
O -1.8127 -1.3056 -7.3818
H -3.2909 -3.0941 -6.5258
H -2.7862 -2.3163 -4.9682
H -2.2028 -3.8540 -5.3459
H -0.8449 -3.0466 -7.2337
H -0.6352 -1.8348 -5.8905
H -1.0683 -0.8810 -7.8146
C -4.3163 -1.5527 6.0667
C -3.6798 -2.0725 7.4067
O -4.4287 -1.5218 8.4498
H -5.0060 -2.3105 5.6950
H -3.6006 -1.3289 5.2756
H -4.9155 -0.6428 6.0982
H -2.6402 -1.7516 7.4732
H -3.7429 -3.1572 7.4934
H -3.8556 -1.4825 9.2190
C -0.9021 -0.2562 -1.1848
C 0.0779 -0.1440 0.0077
O -0.6881 -0.1471 1.2216
H -1.5910 0.5882 -1.1654
H -1.4571 -1.1941 -1.1646
H -0.4318 -0.1973 -2.1663
H 0.8211 0.6533 0.0102
H 0.7079 -1.0250 0.1305
H -0.1521 0.2519 1.9109
C 1.8367 -3.9057 4.9899
C 2.1222 -2.4469 5.4380
O 0.8933 -1.7985 5.4051
H 1.4623 -4.0204 3.9727
H 1.0926 -4.3928 5.6201
H 2.7746 -4.4472 5.1138
H 2.8202 -1.9898 4.7366
H 2.5068 -2.5261 6.4548
H 0.9834 -0.8451 5.4723
C 5.5397 -5.4037 1.5099
C 5.3566 -4.0391 0.8834
O 5.7282 -4.0719 -0.4582
H 4.9035 -6.2079 1.1403
H 5.5078 -5.3642 2.5987
H 6.5471 -5.7573 1.2901
H 6.0096 -3.3654 1.4382
H 4.3446 -3.6509 0.9982
H 5.8378 -3.1585 -0.7326
C 1.2177 -5.1150 -2.5630
C 1.5556 -6.4611 -3.1903
O 0.6562 -6.6749 -4.2393
H 0.1664 -5.0854 -2.2764
H 1.3816 -4.2707 -3.2326
H 1.8749 -4.9231 -1.7149
H 1.4382 -7.2360 -2.4328
H 2.6025 -6.5448 -3.4820
H -0.1949 -6.9026 -3.8580
```

Calculated values
* relative energy (zero: lowest compared OMol25 entry of this formula, charge and spin): 109.1 kcal per mole
* gap between HOMO and LUMO: 9.95 eV
* total charge: 0